No. 1
{
  "formula": "C9H15ClO4",
  "method": "ωB97M-V/def2-TZVPD",
  "symbols": ["C", "C", "C", "C", "O", "C", "O", "O", "C", "C", "C", "O", "C", "Cl", "H", "H", "H", "H", "H", "H", "H", "H", "H", "H", "H", "H", "H", "H", "H"],
  "coordinates": [[2.6525, 2.6380, 2.4291], [1.6671, 1.4658, 2.2087], [2.4255, 0.2734, 1.6800], [0.6067, 1.8920, 1.1325], [-0.1776, 0.7664, 0.7363], [-0.2906, 0.4090, -0.5983], [0.2693, 0.9485, -1.5420], [-1.1234, -0.6515, -0.6737], [-1.3735, -1.2517, -1.9615], [-0.2265, -2.1951, -2.3818], [-2.7109, -1.9682, -1.9918], [-3.0148, -2.5283, -3.0254], [-3.7648, -1.8865, -0.8858], [-4.7358, -0.3783, -0.9103], [3.3755, 2.3421, 3.1497], [2.1052, 3.5222, 2.7634], [3.1598, 2.8927, 1.4892], [1.1327, 1.2113, 3.1163], [1.7794, -0.6160, 1.7303], [2.7739, 0.4796, 0.6580], [3.3424, 0.0735, 2.2654], [1.0987, 2.3904, 0.2806], [-0.0770, 2.6299, 1.5506], [-1.4197, -0.4582, -2.7510], [-0.2539, -3.1470, -1.8414], [0.7465, -1.7441, -2.2604], [-0.2989, -2.3962, -3.4490], [-3.2569, -1.9452, 0.0640], [-4.4112, -2.7688, -0.9815]],
  "atomic_forces_ev_per_a": [[-1.4, -0.1, -0.7], [-0.1, 0.9, -1.5], [0.4, -0.6, 0.2], [0.9, 0.5, 0.4], [-0.7, -1.0, -1.9], [0.9, 1.1, 0.0], [-1.0, -0.9, 1.6], [0.0, 0.3, 0.4], [1.2, 0.6, -0.7], [-0.4, -0.2, 0.0], [-1.3, 0.5, -1.2], [0.5, 0.0, 0.6], [0.5, -0.5, 0.3], [0.4, -0.4, -0.2], [0.7, 0.0, 0.7], [0.2, 0.1, 0.1], [-0.1, -0.1, 0.2], [0.0, 0.0, 0.3], [0.4, 0.2, -0.4], [-0.3, -0.2, 0.1], [-0.5, 0.0, -0.1], [-0.1, -0.6, 0.1], [-0.1, -0.1, 0.1], [-0.1, -0.4, 0.8], [0.0, 0.2, 0.0], [0.1, 0.4, 0.4], [-0.3, -0.1, 0.0], [0.0, 0.2, 0.5], [0.0, 0.5, -0.2]],
  "homo_lumo_gap_ev": 10.48,
  "multiplicity": 1,
  "e_lumo_ha": 0.00906,
  "smiles": "CC(C)COC(=O)O[C@@H](C)C(=O)CCl",
  "relative_energy_kcal_mol": 0.0,
  "homo_ev": -10.23,
  "max_force_ev_per_a": 2.225,
  "total_charge": 0
}

=====

No. 2
{
  "formula": "C9H15F3OSe",
  "method": "ωB97M-V/def2-TZVPD",
  "symbols": ["C", "C", "C", "C", "C", "C", "C", "C", "C", "O", "F", "F", "F", "Se", "H", "H", "H", "H", "H", "H", "H", "H", "H", "H", "H", "H", "H", "H", "H"],
  "coordinates": [[0.0207, 1.8337, 2.5481], [2.1101, -3.2972, -2.3065], [-0.4198, 2.8678, -1.0911], [1.6247, -2.5795, -1.0054], [0.6692, -1.3884, -1.3122], [-0.0206, -0.6885, -0.1833], [-1.3812, -0.0814, -0.6105], [-1.9043, 0.9289, 0.3730], [-0.8592, 2.6174, 3.6159], [1.0544, 1.3478, 2.9099], [-1.0721, 3.8818, 3.2282], [-2.0275, 1.9685, 3.7464], [-0.3944, 2.7505, 4.8297], [-0.9976, 2.5928, 0.6247], [2.1732, -4.3360, -2.0837], [3.0033, -2.8550, -2.6020], [1.2999, -3.0929, -2.9554], [0.1021, 3.7509, -1.4285], [-0.2955, 1.9404, -1.6640], [1.0999, -3.3235, -0.4758], [2.5304, -2.2694, -0.4013], [1.2609, -0.7090, -1.8375], [-0.0671, -1.7737, -2.1199], [-0.1448, -1.3841, 0.6015], [0.6474, 0.0529, 0.1253], [-2.0498, -0.9195, -0.6529], [-1.2629, 0.4028, -1.5348], [-1.7020, 0.5709, 1.3295], [-2.9976, 1.1909, 0.3325]],
  "atomic_forces_ev_per_a": [[0.8, 0.6, 0.5], [-1.6, 1.0, 2.3], [-0.5, -1.2, 0.8], [1.1, 0.9, -0.2], [-0.6, -2.6, -1.6], [-1.0, -0.2, -1.2], [1.2, -0.2, 1.3], [-1.5, 0.3, -0.1], [-0.1, 0.0, 0.1], [-0.8, 0.2, -0.6], [-0.4, 0.2, -0.8], [-0.6, 0.0, -0.5], [1.2, -0.6, 1.2], [0.7, 1.2, -1.9], [0.4, -0.8, -0.2], [1.6, 0.4, -1.0], [-0.4, -0.2, -1.4], [0.1, 0.1, 0.4], [0.3, 0.7, 0.2], [-0.7, -0.7, 1.1], [-1.1, -0.2, -0.4], [0.9, 1.5, -1.1], [0.8, 0.5, 1.4], [-0.4, -0.6, 1.2], [0.9, 1.4, 0.9], [-0.7, -0.2, -0.4], [-0.2, 0.1, -1.6], [-0.3, -1.1, 1.9], [1.1, -0.4, -0.4]],
  "homo_lumo_gap_ev": [7.26, 7.25],
  "multiplicity": 1,
  "e_lumo_ha": [-0.01543, -0.01553],
  "relative_energy_kcal_mol": 0.0,
  "homo_ev": [-7.68, -7.68],
  "max_force_ev_per_a": 3.079,
  "total_charge": 0
}

=====

No. 3
{
  "formula": "C9H15FN",
  "method": "ωB97M-V/def2-TZVPD",
  "symbols": ["C", "C", "C", "C", "C", "C", "C", "C", "C", "N", "F", "H", "H", "H", "H", "H", "H", "H", "H", "H", "H", "H", "H", "H", "H", "H"],
  "coordinates": [[-2.2636, -1.0315, -1.2594], [-1.8850, -1.3128, -0.0968], [1.8485, 1.6101, -1.2330], [0.5064, 2.2595, -0.8779], [1.6575, 0.1554, -0.8906], [0.3089, 2.1922, 0.6971], [0.9388, -0.1417, 0.3863], [-0.9291, -3.0106, 1.4521], [-1.4870, -1.6856, 1.0307], [0.4411, 0.8347, 1.1100], [-1.6059, -0.8211, 2.0773], [-3.2373, -1.2640, -1.5728], [1.9386, 1.9263, -2.3469], [2.8332, 1.7712, -0.6636], [0.4991, 3.4282, -1.1270], [-0.3173, 1.7988, -1.3959], [1.1184, -0.3503, -1.6293], [2.5085, -0.4446, -0.7968], [1.1562, 2.8250, 0.9954], [-0.6929, 2.4958, 1.0140], [0.6943, -1.2619, 0.6761], [-1.6426, -3.8150, 1.6259], [-0.5973, -3.3252, 0.4544], [-0.3379, -2.9647, 2.4054], [0.1795, 0.7335, 2.0301], [-1.6333, -0.6017, -2.0645]],
  "atomic_forces_ev_per_a": [[0.3, 1.1, -3.5], [0.2, 0.3, -0.6], [0.6, 0.5, -0.9], [0.6, 3.6, 2.1], [-1.4, -0.1, 0.5], [0.6, 1.2, -3.2], [-1.4, -0.1, 0.9], [-0.5, -0.1, -0.6], [0.1, -1.5, 4.3], [2.2, -1.7, -2.2], [0.0, 0.6, 0.5], [-1.4, -0.2, -0.4], [0.6, -1.4, 1.8], [-1.7, 1.4, -0.7], [0.0, -2.6, 0.4], [-0.2, -0.3, -0.3], [-1.1, -1.0, -1.4], [1.9, -0.7, 0.0], [-0.6, -0.2, 1.0], [0.4, 0.4, 0.1], [1.2, 2.6, -0.2], [-0.7, 0.5, 0.3], [1.5, -0.6, 0.7], [0.3, 0.0, -1.5], [-1.2, -1.3, 2.4], [-0.2, -0.2, 0.7]],
  "homo_lumo_gap_ev": 8.84,
  "multiplicity": 1,
  "e_lumo_ha": -0.15491,
  "relative_energy_kcal_mol": 0.0,
  "homo_ev": -13.05,
  "max_force_ev_per_a": 4.556,
  "total_charge": 1
}

=====

Number 1: E -30288.758 eV. Number 2: E -85117.988 eV. Number 3: E -13773.466 eV.